{
  "formula": "C24H25N8OPtSSe",
  "method": "ωB97M-V/def2-TZVPD",
  "symbols": ["Pt", "C", "C", "N", "C", "S", "N", "N", "C", "C", "C", "C", "C", "C", "C", "N", "H", "H", "H", "H", "H", "H", "H", "H", "H", "H", "H", "H", "H", "Se", "N", "C", "C", "C", "C", "C", "N", "C", "C", "N", "C", "C", "C", "C", "C", "N", "H", "H", "H", "H", "H", "H", "C", "C", "O", "H", "H", "H", "H", "H", "H"],
  "coordinates": [[0.5378, -0.0386, 0.3380], [-0.0309, 6.0347, 1.4326], [-0.8781, 4.9314, 2.0720], [-0.0781, 3.9111, 2.7025], [0.3009, 2.7781, 2.1398], [-0.1473, 2.4549, 0.4807], [1.0271, 1.9339, 2.8440], [1.4638, 0.8264, 2.3352], [2.2714, 0.0324, 2.9994], [2.6304, 0.2389, 4.4177], [2.8382, -1.0399, 2.2020], [3.8359, -1.8933, 2.6837], [4.3887, -2.8400, 1.8358], [3.9488, -2.8987, 0.5208], [2.9409, -2.0281, 0.1114], [2.3954, -1.1404, 0.9275], [-0.7018, 6.7999, 1.0502], [0.5708, 5.6529, 0.6113], [0.6261, 6.4952, 2.1649], [-1.5127, 4.4609, 1.3145], [-1.5091, 5.3841, 2.8411], [0.2997, 4.1178, 3.6231], [1.9515, 0.9295, 4.9136], [3.6369, 0.6612, 4.4889], [2.6424, -0.7097, 4.9521], [4.1664, -1.8100, 3.7080], [5.1550, -3.5100, 2.1973], [4.3677, -3.6052, -0.1757], [2.5533, -2.0642, -0.8991], [-4.6901, -0.0606, -5.4747], [-2.9384, 0.0195, -5.4163], [-2.5269, 0.0225, -4.1692], [-1.1569, 0.1078, -3.7498], [-0.0868, 0.2462, -4.6423], [1.1950, 0.3588, -4.1459], [1.3821, 0.3376, -2.7625], [0.3791, 0.1827, -1.9172], [-0.8801, 0.0656, -2.3645], [-1.9501, -0.0683, -1.3939], [-1.6243, -0.1462, -0.0959], [-2.5620, -0.1932, 0.8363], [-3.9177, -0.1625, 0.5259], [-4.2957, -0.1224, -0.8016], [-3.3043, -0.0843, -1.7914], [-3.5920, -0.0515, -3.1968], [-4.7932, -0.0968, -3.7255], [-0.2906, 0.2775, -5.7029], [2.0431, 0.4763, -4.8044], [2.3712, 0.4662, -2.3410], [-2.2343, -0.2554, 1.8685], [-4.6508, -0.1785, 1.3170], [-5.3344, -0.1192, -1.0920], [-0.6464, -4.7715, -0.8526], [-1.0031, -3.2955, -0.8112], [-0.0039, -2.5399, -0.1075], [-1.4167, -5.3179, -1.3892], [-0.5863, -5.1824, 0.1525], [0.3039, -4.9309, -1.3541], [-1.9811, -3.1620, -0.3316], [-1.0490, -2.8768, -1.8184], [0.1467, -3.0116, 0.7218]],
  "atomic_forces_ev_per_a": [[-1.1, 1.4, 0.2], [-0.3, -0.2, 0.0], [0.0, 1.0, -0.3], [0.1, -0.5, 0.0], [1.0, -0.8, 1.2], [0.5, -2.0, -0.9], [-0.9, 1.0, 0.9], [-0.7, -1.6, -1.1], [-0.8, 0.4, -0.5], [0.4, 0.5, 0.2], [0.3, -0.6, 0.3], [-0.6, 0.5, -0.2], [-0.1, 0.1, -0.3], [-0.3, 0.2, 0.2], [0.3, -0.7, -0.6], [-0.6, 1.3, -0.7], [0.0, 0.1, -0.1], [0.1, 0.0, -0.1], [0.0, 0.0, 0.1], [-0.1, -0.1, 0.1], [-0.1, -0.3, -0.1], [0.1, -0.2, -0.1], [0.0, -0.1, -0.1], [0.0, 0.0, 0.1], [-0.1, -0.1, -0.1], [0.0, 0.0, 0.0], [0.1, 0.0, 0.0], [0.0, 0.0, -0.1], [0.1, 0.0, 0.0], [0.4, 0.0, 0.4], [1.1, 0.1, -0.4], [-1.4, -0.1, -0.1], [0.6, 0.0, 0.6], [0.1, 0.0, 0.2], [-0.3, 0.1, 0.2], [0.6, 0.1, -0.3], [0.0, -0.8, 1.6], [-0.5, 0.0, -1.0], [-0.4, 0.1, -0.7], [1.9, 0.9, 0.5], [-0.1, 0.0, 0.9], [0.2, -0.2, -0.3], [0.3, 0.0, 0.1], [0.4, -0.1, 0.7], [0.0, 0.0, -1.5], [-0.6, -0.1, 1.1], [0.0, 0.0, -0.1], [0.1, 0.0, 0.0], [0.0, -0.1, 0.0], [0.0, 0.1, -0.1], [0.0, -0.1, 0.1], [-0.1, 0.0, -0.1], [0.1, 0.4, 0.0], [-0.7, -0.4, -0.5], [0.7, 0.4, 0.6], [-0.1, -0.1, 0.0], [0.0, -0.1, 0.1], [0.1, 0.0, -0.1], [0.1, 0.1, 0.0], [0.0, 0.0, 0.1], [0.1, 0.0, 0.0]],
  "lowdin_charge": [1.236, -0.053, -0.239, 0.040, -0.681, 0.874, 0.016, -0.056, -0.212, 0.019, -0.201, 0.055, 0.028, 0.021, -0.100, -0.027, 0.093, 0.073, 0.089, 0.093, 0.139, 0.183, 0.095, 0.125, 0.108, 0.134, 0.142, 0.133, 0.120, 1.305, -0.213, -0.322, -0.051, 0.075, 0.025, -0.080, -0.010, -0.155, -0.159, -0.051, -0.089, 0.025, 0.082, -0.048, -0.322, -0.216, 0.144, 0.136, 0.131, 0.136, 0.137, 0.144, -0.044, -0.273, -0.167, 0.099, 0.089, 0.088, 0.121, 0.117, 0.100],
  "total_charge": 3,
  "max_force_ev_per_a": 2.22,
  "e_tot_ev": -118661.83903,
  "de_lowest_ev": 3.952,
  "gap_ev": [4.64, 4.66]
}



{
  "formula": "C24H25NO4S2",
  "method": "ωB97M-V/def2-TZVPD",
  "symbols": ["O", "S", "O", "C", "C", "C", "C", "C", "C", "C", "C", "S", "O", "O", "C", "C", "C", "C", "C", "C", "C", "C", "C", "C", "C", "C", "H", "H", "H", "H", "H", "H", "H", "H", "H", "H", "H", "H", "H", "H", "H", "H", "C", "C", "C", "N", "C", "H", "H", "H", "H", "H", "H", "H", "H", "H"],
  "coordinates": [[-2.7339, -1.5553, -0.4607], [-2.0872, -0.7042, -1.4371], [-2.8000, 0.3509, -2.1277], [-0.6435, 0.0600, -0.6564], [-0.6053, 0.3410, 0.6742], [-1.8260, 0.5387, 1.4415], [-2.9454, 1.1243, 0.7941], [-4.1963, 1.1811, 1.4014], [-4.3635, 0.7371, 2.7181], [-3.2554, 0.2504, 3.4203], [-2.0059, 0.1666, 2.7921], [0.7493, 0.2825, -1.7241], [0.2303, 0.4206, -3.0670], [1.7262, -0.7547, -1.4364], [1.4677, 1.8650, -1.3324], [1.0395, 3.0045, -2.0242], [1.5782, 4.2524, -1.6982], [2.5411, 4.3596, -0.6895], [2.9727, 3.2176, -0.0094], [2.4597, 1.9637, -0.3538], [-1.4789, -1.7973, -2.7375], [-1.8782, -1.5963, -4.0573], [-1.4089, -2.4636, -5.0445], [-0.5649, -3.5255, -4.7025], [-0.2101, -3.7350, -3.3656], [-0.6938, -2.8863, -2.3722], [0.3745, 0.5050, 1.1350], [-2.8259, 1.5995, -0.1833], [-5.0425, 1.5660, 0.8334], [-5.3382, 0.7725, 3.1992], [-3.3433, -0.0780, 4.4604], [-1.1552, -0.2144, 3.3557], [0.2982, 2.9012, -2.8167], [1.2386, 5.1363, -2.2403], [2.9621, 5.3312, -0.4365], [3.7170, 3.2816, 0.7866], [2.8358, 1.0583, 0.1260], [-2.5298, -0.7595, -4.3030], [-1.7034, -2.2946, -6.0815], [-0.1855, -4.1953, -5.4782], [0.4435, -4.5589, -3.0818], [-0.4657, -3.0529, -1.3218], [2.5887, -0.3773, 3.7350], [3.3023, -1.0833, 2.5657], [2.2304, -1.4114, 1.5247], [0.9678, -0.7338, 1.9507], [1.1040, -0.3282, 3.3733], [2.7009, -0.9509, 4.6628], [2.9768, 0.6382, 3.8911], [4.0906, -0.4504, 2.1369], [3.7436, -2.0269, 2.9070], [2.4911, -1.1002, 0.5132], [2.0337, -2.4949, 1.4809], [0.2114, -1.4085, 1.8455], [0.5271, -1.0344, 3.9868], [0.6839, 0.6662, 3.5277]],
  "atomic_forces_ev_per_a": [[0.3, 0.5, -0.3], [-0.1, -0.1, -1.1], [-0.1, -0.4, 0.3], [-0.2, -0.6, 0.7], [-0.7, 2.0, -2.5], [-1.6, 0.0, 0.8], [0.2, 0.2, 0.2], [0.2, -0.1, 0.4], [0.4, -0.2, -0.1], [0.3, 0.1, -0.3], [0.0, -0.1, -0.3], [0.4, -0.3, -0.7], [0.2, -0.1, 0.5], [-0.4, 0.7, -0.1], [0.2, 0.5, 0.4], [0.0, -0.1, 0.2], [0.1, -0.3, 0.0], [-0.1, -0.2, 0.0], [-0.1, -0.2, -0.2], [-0.1, 0.1, 0.1], [-0.1, -0.2, 0.3], [0.2, 0.1, 0.0], [0.0, 0.0, 0.2], [0.0, 0.1, 0.2], [-0.1, 0.0, 0.0], [0.0, 0.1, -0.2], [-0.7, 1.0, -0.7], [0.0, -0.5, 0.3], [0.2, 0.0, 0.2], [0.2, 0.0, -0.1], [0.0, 0.2, -0.4], [-0.6, 0.0, -0.2], [0.2, 0.0, 0.3], [0.1, -0.3, 0.2], [-0.1, -0.2, 0.0], [-0.2, 0.1, -0.3], [-0.2, 0.3, -0.1], [0.2, -0.2, 0.1], [0.1, -0.1, 0.3], [-0.1, 0.2, 0.3], [-0.2, 0.1, -0.2], [0.1, 0.0, -0.2], [0.0, 0.0, 0.1], [0.1, -0.1, 0.0], [-0.5, -0.4, 0.0], [2.2, -2.0, 1.9], [-0.2, -0.6, -0.1], [0.2, 0.3, -0.1], [0.0, -0.3, 0.0], [-0.1, -0.2, 0.2], [0.2, 0.4, -0.1], [0.0, 0.0, 0.2], [0.3, 0.2, 0.0], [0.1, 0.2, 0.1], [0.2, 0.2, 0.1], [0.0, 0.1, 0.0]],
  "lowdin_charge": [-0.284, 0.716, -0.319, -0.312, -0.073, -0.192, -0.046, -0.058, -0.076, -0.072, -0.025, 0.706, -0.295, -0.307, -0.267, -0.040, -0.065, -0.073, -0.068, -0.053, -0.297, -0.056, -0.065, -0.072, -0.067, -0.068, 0.083, 0.108, 0.112, 0.102, 0.105, 0.067, 0.119, 0.109, 0.106, 0.107, 0.101, 0.117, 0.107, 0.105, 0.107, 0.119, -0.159, -0.160, -0.174, -0.106, -0.203, 0.107, 0.107, 0.104, 0.106, 0.066, 0.121, 0.123, 0.113, 0.109],
  "max_force_ev_per_a": 3.54,
  "e_tot_ev": -56640.44683,
  "de_lowest_ev": 1.258,
  "gap_ev": 8.48,
  "smiles": "O=S(=O)(C(=Cc1ccccc1)S(=O)(=O)c1ccccc1)c1ccccc1.C1CCNC1"
}



{
  "formula": "C24H26AsF6GeN4OPdSe2",
  "method": "ωB97M-V/def2-TZVPD",
  "symbols": ["Pd", "Se", "N", "C", "C", "C", "C", "C", "C", "N", "H", "H", "H", "H", "Se", "N", "C", "C", "C", "C", "C", "C", "N", "H", "H", "H", "H", "F", "As", "F", "F", "F", "F", "F", "C", "C", "O", "C", "C", "C", "C", "C", "C", "H", "H", "H", "H", "H", "H", "H", "H", "C", "Ge", "C", "C", "C", "H", "H", "H", "H", "H", "H", "H", "H", "H", "H"],
  "coordinates": [[-0.0409, -0.0342, 0.0450], [1.2278, -0.6939, -3.0223], [-0.1042, -0.1098, -1.9537], [-1.1049, 0.3372, -2.7537], [-2.3265, 0.8693, -2.3100], [-3.2226, 1.3680, -3.2335], [-2.9509, 1.3098, -4.6066], [-1.7872, 0.7408, -5.0796], [-0.8312, 0.2475, -4.1676], [0.3473, -0.2920, -4.5280], [-2.5507, 0.8880, -1.2554], [-4.1520, 1.8012, -2.8839], [-3.6763, 1.7101, -5.3072], [-1.5752, 0.6740, -6.1396], [-0.3675, 4.0701, -1.6159], [-0.7424, 2.7021, -0.5566], [-1.6120, 3.1436, 0.3480], [-2.2032, 2.3345, 1.3517], [-3.0727, 2.9081, 2.2297], [-3.3964, 4.2883, 2.1544], [-2.8707, 5.0978, 1.1904], [-1.9669, 4.5458, 0.2491], [-1.4026, 5.2237, -0.7410], [-1.9636, 1.2810, 1.4000], [-3.5324, 2.2926, 2.9917], [-4.0823, 4.7084, 2.8806], [-3.1278, 6.1470, 1.1257], [-2.0608, -1.2355, 0.2159], [-3.7642, -1.6322, 0.4672], [-3.2986, -3.2990, 0.6988], [-3.9349, -1.9064, -1.2390], [-5.4454, -2.0866, 0.7105], [-4.2519, 0.0202, 0.2644], [-3.5737, -1.3483, 2.1748], [0.2308, 0.6331, 4.3082], [0.6549, 0.7615, 2.8509], [0.0363, -0.0584, 2.0725], [1.6368, 1.6579, 2.4839], [1.9703, 1.8783, 1.0144], [3.3309, 2.5121, 0.8461], [3.9329, 3.1979, 1.8240], [3.3586, 3.2623, 3.1506], [2.2856, 2.4892, 3.4477], [-0.5333, -0.1394, 4.3697], [-0.1914, 1.5733, 4.6685], [1.0733, 0.3594, 4.9454], [1.2339, 2.5946, 0.6153], [3.7737, 2.4380, -0.1431], [4.8839, 3.6909, 1.6437], [3.8382, 3.8685, 3.9102], [1.9330, 2.4681, 4.4731], [2.0505, -2.5586, -0.1774], [2.7955, -0.9910, 0.8050], [4.7567, -0.9017, 0.3884], [2.7516, -1.5496, 2.7089], [1.8516, 0.6264, 0.1517], [2.3207, -3.5059, 0.2944], [2.3970, -2.5778, -1.2099], [0.9634, -2.4681, -0.1826], [5.2883, -1.7822, 0.7550], [5.1841, -0.0189, 0.8680], [4.9267, -0.8155, -0.6864], [3.3657, -2.4454, 2.8265], [1.7290, -1.7797, 3.0028], [3.1414, -0.7693, 3.3628], [2.2107, 0.8370, -0.8620]],
  "atomic_forces_ev_per_a": [[0.5, -0.1, 0.7], [0.2, -0.2, -0.2], [-0.4, 0.1, -0.3], [0.1, 0.0, -0.1], [0.1, 0.0, -0.1], [0.0, 0.0, 0.1], [-0.1, 0.0, -0.1], [0.0, 0.0, 0.1], [0.0, 0.0, 0.3], [0.0, 0.1, -0.4], [0.0, 0.0, 0.0], [0.0, 0.0, 0.0], [0.0, 0.0, 0.0], [0.0, 0.0, 0.0], [-0.2, -0.1, 0.3], [-0.4, 0.6, 0.1], [0.4, 0.3, -0.6], [-0.3, -0.2, 0.5], [0.3, -0.6, -0.2], [0.1, 0.6, -0.3], [-0.5, 0.1, 0.5], [0.4, -0.1, -0.4], [0.0, 0.0, 0.0], [0.0, 0.0, 0.0], [0.0, 0.0, 0.0], [0.0, 0.0, 0.0], [0.0, 0.0, 0.0], [-0.3, 0.2, 0.0], [-0.5, -0.8, 0.0], [0.0, 0.3, 0.0], [0.1, 0.1, 0.3], [0.4, 0.1, 0.0], [0.2, 0.1, 0.0], [0.0, 0.0, -0.2], [0.0, 0.0, -0.2], [0.2, 0.1, 0.3], [-0.4, 0.1, 0.0], [-0.3, -0.1, -0.3], [-0.1, -0.1, 0.0], [0.1, 0.1, 0.0], [0.1, -0.1, -0.3], [-0.1, 0.1, 0.3], [0.2, 0.1, 0.1], [0.0, 0.0, 0.0], [0.0, 0.0, 0.1], [0.0, 0.0, 0.1], [0.1, 0.0, 0.0], [0.1, 0.0, 0.0], [0.0, 0.0, 0.0], [0.0, 0.0, 0.0], [0.0, 0.0, 0.0], [0.2, 0.2, 0.2], [0.3, -0.6, -0.2], [-0.3, 0.1, 0.0], [0.0, 0.3, -0.2], [0.0, -0.5, 0.1], [0.1, 0.0, 0.1], [0.0, 0.0, 0.0], [0.0, -0.1, 0.0], [-0.1, -0.1, 0.0], [0.0, 0.0, 0.0], [0.0, 0.0, 0.0], [0.0, 0.0, -0.1], [0.0, 0.0, 0.0], [0.0, 0.0, 0.0], [0.0, 0.0, 0.0]],
  "lowdin_charge": [0.831, 0.985, -0.415, -0.376, -0.087, -0.119, -0.145, -0.077, -0.432, -0.321, 0.064, 0.092, 0.078, 0.088, 1.115, -0.243, -0.365, -0.012, -0.067, -0.092, -0.048, -0.406, -0.257, 0.085, 0.107, 0.093, 0.100, -0.307, 0.738, -0.270, -0.251, -0.288, -0.255, -0.267, -0.031, -0.458, -0.209, -0.188, -0.350, -0.082, -0.137, -0.138, -0.081, 0.078, 0.073, 0.070, 0.097, 0.100, 0.083, 0.069, 0.092, -0.252, 0.830, -0.230, -0.214, -0.389, 0.007, -0.041, -0.008, -0.003, -0.004, 0.001, 0.008, 0.014, 0.012, 0.006],
  "total_charge": -2,
  "max_force_ev_per_a": 0.96,
  "e_tot_ev": -301153.09837,
  "s_squared": 0.771,
  "de_lowest_ev": 0.000,
  "gap_ev": [4.16, 5.33],
  "multiplicity": 2
}